# 1
14
Properties=species:S:1:pos:R:3:forces:R:3:nbo_charge:R:1 method="wB97M-V/def2-TZVPD" lumo_energy_ev=0.8388 smiles=CC[C@@]1(C#N)CO1 charge=0 orbital_gap_ev=12.0 de_lowest_kj_mol=179.26
C -1.8620 0.0460 -0.2070 -0.012 -0.004 0.045 -0.616
C -0.5903 -0.6372 0.3052 0.037 -0.044 0.059 -0.415
C 0.7266 0.0009 -0.1489 -0.202 0.086 0.063 0.103
C 0.6161 1.1865 -1.0005 -0.092 0.795 -0.503 0.259
N 0.4939 2.1431 -1.6386 0.146 -0.915 0.575 -0.298
C 1.9561 -0.1251 0.6538 0.107 0.134 0.222 -0.075
O 1.7698 -0.8854 -0.5258 0.048 -0.142 -0.152 -0.451
H -1.7888 1.1350 -0.1576 -0.003 -0.102 0.026 0.220
H -2.7168 -0.2498 0.4041 0.065 -0.045 -0.072 0.220
H -2.0807 -0.2285 -1.2422 0.093 0.080 0.087 0.217
H -0.5920 -0.6696 1.4011 -0.016 0.072 -0.183 0.214
H -0.5575 -1.6773 -0.0349 0.002 0.117 0.043 0.234
H 2.7252 0.6450 0.6018 -0.144 -0.115 -0.025 0.197
H 1.9006 -0.6836 1.5893 -0.029 0.081 -0.186 0.189

***

# 2
52
Properties=species:S:1:pos:R:3:forces:R:3:nbo_charge:R:1 method="wB97M-V/def2-TZVPD" lumo_energy_ev="-2.2718 / -2.4432" charge=+1 multiplicity=2 orbital_gap_ev="3.3 / 10.8" de_lowest_kj_mol=446.70
O 3.4565 -1.2315 -1.9242 -0.682 1.130 0.672 -0.536
C 2.9524 -0.2512 -1.4091 3.029 -0.936 0.643 0.473
C 1.5707 -0.0868 -0.9946 -2.581 0.276 1.714 -0.235
C 1.2609 1.3529 -0.6614 0.098 1.384 -1.738 -0.426
C 0.3312 1.6967 0.4686 0.613 1.456 1.847 -0.240
N -1.1493 1.5443 0.2107 0.238 -2.200 2.132 -0.795
N 0.5071 -0.6580 -1.8341 -2.111 -3.114 1.830 -0.762
H 3.5804 0.5749 -0.8990 -0.320 -1.020 -1.028 0.130
H 1.4313 -0.7486 -0.1601 0.794 0.002 1.311 0.304
H 0.7613 1.6538 -1.6446 1.312 0.923 1.163 0.228
H 2.2609 1.8677 -0.3928 -1.752 -0.470 -0.926 0.250
H 0.5817 2.7640 0.9690 -0.962 -2.427 -1.778 0.249
H 0.6330 1.0303 1.2559 -0.432 -0.198 0.469 0.246
H -1.5052 0.4822 0.4080 0.887 2.540 -0.265 0.368
H -1.3221 1.6035 -0.7912 -0.767 0.902 -0.406 0.462
H -1.7427 2.1704 0.8478 0.716 -0.920 -1.574 0.483
H 1.0159 -1.1243 -2.5064 1.011 -1.035 -3.173 0.447
H -0.2133 -0.0450 -2.2050 -0.264 0.481 -0.407 0.448
H -0.0861 -1.5493 -1.3975 1.293 2.766 -0.254 0.477
H 1.1288 2.8010 3.5936 -0.322 -1.037 -0.172 0.486
H 0.4193 1.4359 3.6579 -2.212 -2.010 2.492 0.481
O 0.9214 1.9640 3.1250 2.544 3.165 -1.578 -0.960
H 2.4689 -3.5490 0.9185 -0.645 -0.203 0.027 0.490
H 1.7239 -2.6227 1.8627 -0.897 -2.033 -1.582 0.459
O 1.5624 -3.4273 1.2670 1.408 1.501 1.216 -0.943
H -2.0693 1.1947 -3.2683 0.026 -0.334 1.469 0.465
H -2.8484 0.5264 -2.0737 -0.414 -0.415 0.155 0.354
O -1.9942 0.9396 -2.2916 0.556 0.549 -1.849 -1.222
H -0.1521 -2.6596 0.7160 -0.150 1.275 0.074 0.512
H -1.1649 -1.5951 1.1979 -0.398 0.057 0.152 0.479
O -0.3360 -1.6832 0.7402 1.147 -0.390 -0.815 -1.022
H -2.1874 -3.1108 1.9607 -0.115 -0.272 0.250 0.503
H -1.3355 -3.2944 3.2332 1.058 -2.460 1.883 0.492
O -1.6728 -2.6797 2.6532 -1.455 1.934 -1.454 -0.974
H -0.5386 4.0231 -2.9235 0.485 -0.427 -0.276 0.472
H -0.9689 4.4905 -1.6545 -1.155 1.167 1.354 0.467
O -0.3297 3.9001 -1.9887 0.645 -0.753 -1.033 -0.943
H -4.1618 2.1893 0.9422 -2.009 -2.575 1.407 0.470
H -3.9700 3.4600 0.4474 -1.400 3.656 -0.864 0.477
O -3.4990 2.6987 0.5778 3.091 -0.939 -0.427 -0.961
H -2.8921 0.0522 3.9005 1.821 -0.573 -1.313 0.485
H -1.7629 -1.0215 3.2845 -1.491 2.538 0.143 0.506
O -2.0962 -0.0341 3.2812 -0.361 -1.657 1.052 -1.023
H 3.0387 -1.0322 -3.9114 1.668 -1.484 0.896 0.488
H 2.4223 -0.2300 -4.9149 -0.680 0.455 -0.186 0.485
O 2.3096 -0.4636 -3.9867 -1.260 1.230 -1.431 -0.965
H -2.5784 -2.7877 -1.7045 0.448 -0.499 0.351 0.445
H -1.7684 -4.0898 -1.2788 -0.271 -0.378 -0.426 0.477
O -1.8752 -3.1521 -1.1224 -0.107 0.855 0.003 -1.058
H 2.6280 -1.4658 2.4688 0.168 -0.327 1.986 0.464
H 4.0993 -0.8226 2.0905 -1.554 -0.698 0.466 0.509
O 3.1546 -1.0005 1.8602 1.709 1.540 -2.203 -0.967

***

# 3
44
Properties=species:S:1:pos:R:3:forces:R:3:nbo_charge:R:1 method="wB97M-V/def2-TZVPD" lumo_energy_ev="-9.1494 / -10.2033" charge=+2 multiplicity=6 orbital_gap_ev="5.3 / 4.2"
C -2.5856 -1.5041 -0.6890 -1.425 1.279 -1.106 0.018
N -1.8529 -0.3578 -0.7294 -2.253 -0.349 -0.944 -0.428
N -2.5694 0.6260 -1.3719 -0.028 -0.886 0.528 -0.278
C -3.7518 0.1118 -1.7257 1.075 -0.692 0.659 0.111
C -3.8090 -1.2360 -1.3232 1.367 0.449 0.505 -0.282
B -2.0137 2.0538 -1.6416 0.289 0.875 -1.006 0.516
N -1.4623 2.6990 -0.3491 0.191 -0.782 0.860 -0.307
N -0.6283 1.9738 0.4918 -0.510 0.286 -0.519 -0.429
C -0.3167 2.7964 1.5295 -1.194 0.931 -1.001 0.006
C -0.9762 4.0448 1.3595 0.378 -1.587 -0.634 -0.300
C -1.6879 3.9273 0.1597 0.843 -1.229 0.464 0.071
Mn -0.2082 -0.0267 -0.1184 0.148 1.805 -0.657 1.366
N -0.9173 2.0299 -2.7440 0.295 -0.476 0.317 -0.349
N 0.2386 1.2917 -2.5804 -0.390 0.242 -0.498 -0.402
C 0.9318 1.4308 -3.7394 -1.744 1.018 -0.152 -0.004
C 0.2173 2.2698 -4.6577 -0.702 -0.625 2.415 -0.320
C -0.9531 2.6274 -3.9598 1.574 -1.087 0.102 0.025
H 1.8786 0.9624 -3.9123 0.245 -0.214 0.164 0.224
H -1.7882 3.2408 -4.2290 -0.160 0.146 -0.148 0.241
H 0.4829 2.5724 -5.6360 0.304 0.134 -0.600 0.255
H -2.9210 2.7127 -2.0486 -0.065 -0.005 0.066 0.002
H -2.3342 4.6049 -0.3676 -0.016 0.146 0.010 0.259
H -4.4503 0.7378 -2.2304 -0.425 0.153 -0.252 0.263
H -0.9456 4.8939 2.0011 0.081 0.281 0.305 0.268
H -4.6087 -1.9100 -1.4671 -0.612 -0.489 -0.103 0.270
H 0.3220 2.4833 2.3316 0.111 -0.110 0.173 0.230
H -2.1861 -2.3959 -0.2458 -0.100 -0.155 0.080 0.245
H 1.4586 0.7587 -0.7484 0.085 -0.380 1.010 0.332
C 1.7474 0.3913 0.3143 1.289 -0.277 1.531 -0.922
H 1.9596 1.3102 0.9166 0.295 -0.984 -0.618 0.302
H 1.0228 -0.2787 1.0813 1.895 1.422 -1.080 0.211
H 2.5556 -0.3663 0.1720 -0.309 1.177 0.347 0.289
S 0.6400 -2.2661 -0.6503 -0.167 -0.100 -0.655 0.166
C 1.8927 -2.8316 0.3424 0.004 0.061 0.595 -0.206
C 1.8020 -2.7162 1.7514 0.682 -0.223 1.246 -0.127
C 2.7874 -3.2427 2.5831 -0.931 0.556 0.140 -0.206
C 3.8991 -3.9069 2.0462 -0.129 0.013 -0.361 -0.030
C 4.0055 -4.0309 0.6508 -0.108 0.012 -0.616 -0.192
C 3.0298 -3.5000 -0.1921 0.637 -0.703 -0.060 -0.143
H 0.9304 -2.2376 2.1939 0.136 -0.113 -0.027 0.210
H 2.6892 -3.1487 3.6703 -0.018 -0.033 -0.484 0.260
H 4.6581 -4.3312 2.7066 -0.219 0.140 -0.249 0.260
H 4.8647 -4.5693 0.2333 -0.431 0.329 0.057 0.267
H 3.1155 -3.6210 -1.2701 0.014 0.044 0.196 0.258

***

# 4
14
Properties=species:S:1:pos:R:3:forces:R:3:nbo_charge:R:1 method="wB97M-V/def2-TZVPD" lumo_energy_ev=0.8095 charge=0 orbital_gap_ev=8.3 de_lowest_kj_mol=464.20
C 1.2242 -0.6928 0.6171 1.303 4.123 0.009 -0.429
C 1.5646 -0.3274 -0.8170 -0.286 -2.164 -0.247 -0.441
C 0.3314 0.2697 -0.2754 -1.354 -4.320 -0.267 -0.184
N -2.2474 -0.0180 0.2361 -1.635 0.363 3.774 -0.666
N -1.3530 -0.5945 -0.5672 3.267 1.119 -1.478 -0.410
S 0.2671 1.9191 -0.0193 -0.492 1.753 0.889 0.075
H 0.8499 -1.6418 0.8762 -0.383 -0.865 0.192 0.230
H 1.9591 -0.1044 1.3391 -1.964 -1.610 -1.150 0.208
H 2.4011 0.2966 -0.8808 1.020 1.073 -0.264 0.215
H 1.6446 -1.1390 -1.5478 -0.685 0.318 0.094 0.224
H -2.8435 0.8165 0.0818 1.361 -0.520 -0.409 0.360
H -1.9980 -0.1552 1.2590 -0.732 0.210 -2.007 0.357
H -1.6414 -0.3672 -1.5444 0.649 -0.134 0.861 0.344
H -0.1587 1.7383 1.2426 -0.068 0.654 0.004 0.118

***

# 5
39
Properties=species:S:1:pos:R:3:forces:R:3:nbo_charge:R:1 method="wB97M-V/def2-TZVPD" lumo_energy_ev=0.5351 charge=0 orbital_gap_ev=8.8 de_lowest_kj_mol=0.00
H -0.1247 3.0059 0.7924 -0.081 -0.215 -0.042 0.267
N 0.2053 1.7621 -0.8955 0.452 0.856 -0.319 -0.413
B 0.8436 0.8547 -3.2087 -0.709 -0.246 0.873 0.551
N 0.6526 2.0151 -2.1775 -0.199 -0.149 0.649 -0.321
C 0.8122 3.3427 -2.3323 0.071 -0.405 0.136 0.016
Sn -0.5260 -0.2414 -0.1788 -0.135 0.790 0.172 1.381
H 1.1209 3.7492 -3.2919 -0.014 -0.126 0.343 0.228
C 0.5163 3.9556 -1.1295 -0.056 0.345 0.121 -0.352
H 0.5582 5.0055 -0.8969 0.023 0.014 -0.088 0.235
C 0.1448 2.9388 -0.2475 0.231 -0.238 -1.168 0.011
H 1.3409 1.2326 -4.2266 0.000 -0.026 0.015 -0.024
C -1.9767 -2.6948 1.4913 -0.253 0.488 0.324 -0.856
H -2.3309 -2.8655 2.5110 0.066 0.055 -0.077 0.218
H -1.0226 -3.2093 1.3711 0.037 0.138 -0.055 0.211
H -2.7111 -3.1238 0.8067 0.080 0.133 -0.087 0.207
N -0.5814 0.2712 -3.4258 -0.862 -0.477 0.159 -0.315
N 1.6570 -0.2977 -2.5405 -0.006 -0.478 0.719 -0.305
N -1.2773 -0.2242 -2.3526 -0.201 0.134 -1.585 -0.410
N 1.3287 -0.7651 -1.2890 0.833 -0.238 -0.350 -0.414
C -1.3216 0.1480 -4.5388 -0.079 -0.149 0.616 0.009
C 2.7139 -0.9900 -3.0027 -0.250 -0.004 0.681 0.016
H -0.9333 0.4873 -5.4863 -0.101 -0.042 0.006 0.226
H 3.1040 -0.7941 -3.9919 0.020 0.009 0.191 0.230
C -2.5285 -0.4412 -4.1854 -0.140 -0.017 -0.152 -0.350
C 3.1059 -1.8907 -2.0173 -0.031 0.047 0.023 -0.347
C -2.4717 -0.6623 -2.8063 1.151 0.596 -0.419 -0.013
C 2.2243 -1.7099 -0.9432 -0.153 0.690 -1.241 0.009
H -3.3447 -0.6754 -4.8398 -0.109 -0.031 -0.118 0.232
H 3.9225 -2.5841 -2.0572 0.137 -0.061 -0.061 0.235
H -3.2204 -1.0956 -2.1507 0.312 0.125 -0.034 0.228
H 2.2195 -2.1824 0.0305 -0.203 0.136 -0.142 0.245
H -1.8565 -1.5970 1.3042 -0.393 -1.501 0.504 0.201
Cl 1.3003 1.2540 5.0219 -0.017 -0.282 -0.071 0.046
C 1.0276 -0.0780 3.8940 -0.191 0.233 -0.685 -0.197
Cl 2.4658 -1.1121 3.7938 -0.221 0.118 0.180 0.031
Cl -0.4036 -1.0402 4.3984 0.393 0.168 -0.011 0.013
C 0.6474 0.4909 2.4572 -0.115 -0.469 -0.875 0.755
O 0.0797 1.5770 2.3819 0.479 -1.066 0.166 -0.650
O 0.9030 -0.3350 1.4758 0.231 1.148 1.704 -0.835

***

Copy entry 1 word for word.
14
Properties=species:S:1:pos:R:3:forces:R:3:nbo_charge:R:1 method="wB97M-V/def2-TZVPD" lumo_energy_ev=0.8388 smiles=CC[C@@]1(C#N)CO1 charge=0 orbital_gap_ev=12.0 de_lowest_kj_mol=179.26
C -1.8620 0.0460 -0.2070 -0.012 -0.004 0.045 -0.616
C -0.5903 -0.6372 0.3052 0.037 -0.044 0.059 -0.415
C 0.7266 0.0009 -0.1489 -0.202 0.086 0.063 0.103
C 0.6161 1.1865 -1.0005 -0.092 0.795 -0.503 0.259
N 0.4939 2.1431 -1.6386 0.146 -0.915 0.575 -0.298
C 1.9561 -0.1251 0.6538 0.107 0.134 0.222 -0.075
O 1.7698 -0.8854 -0.5258 0.048 -0.142 -0.152 -0.451
H -1.7888 1.1350 -0.1576 -0.003 -0.102 0.026 0.220
H -2.7168 -0.2498 0.4041 0.065 -0.045 -0.072 0.220
H -2.0807 -0.2285 -1.2422 0.093 0.080 0.087 0.217
H -0.5920 -0.6696 1.4011 -0.016 0.072 -0.183 0.214
H -0.5575 -1.6773 -0.0349 0.002 0.117 0.043 0.234
H 2.7252 0.6450 0.6018 -0.144 -0.115 -0.025 0.197
H 1.9006 -0.6836 1.5893 -0.029 0.081 -0.186 0.189